(1)
Computed, not measured: a 14-piece molecular cluster, ClH26O17 overall at a distorted geometry, with ωB97M-V with the def2-TZVPD basis set.

XYZ file:
```
44
Properties=species:S:1:pos:R:3:forces:R:3
Cl 8.961 9.614 32.109 -1.8347 -0.4975 -0.5636
O 10.073 9.533 31.122 -0.9741 -0.1205 2.0561
O 7.696 9.513 31.341 2.0449 0.1313 1.2673
O 8.956 8.470 33.115 0.7392 2.1195 -1.8371
O 9.009 10.899 32.812 0.7224 -1.6472 -0.4433
O 6.422 8.637 34.593 -0.4481 -0.4132 0.9312
H 7.288 8.643 34.211 1.0737 0.2968 -0.5291
H 6.040 9.457 34.328 -0.5325 0.9993 -0.3311
O 11.616 9.053 28.386 1.1857 0.5622 -0.0525
H 11.455 9.958 28.653 0.4774 0.5059 0.0381
H 10.729 8.738 28.404 -1.4185 -1.1008 -0.1877
O 8.949 5.401 32.410 -1.4212 -1.5492 0.0681
H 8.526 4.949 31.648 0.4625 0.5159 0.7107
H 9.431 6.114 32.024 0.6466 0.7988 -0.8113
O 11.487 7.139 33.065 -0.1891 -0.8267 -0.1841
H 12.244 7.697 33.080 1.0700 0.6746 0.0946
H 10.785 7.690 33.407 -0.7354 0.2838 0.2161
O 10.425 6.750 30.520 -0.7447 0.3196 -0.6398
H 10.958 5.999 30.324 0.4267 -1.1277 -0.6390
H 10.920 7.104 31.247 0.5099 0.8336 1.0487
O 8.897 8.513 28.834 -0.1351 -0.8087 -1.1246
H 9.272 8.753 29.663 0.6916 -0.3596 1.5028
H 8.496 9.338 28.624 -0.8966 0.9682 -0.7746
O 4.493 9.623 30.898 -0.9446 -0.7705 -0.2735
H 4.901 8.800 31.191 0.8665 -0.3534 0.9014
H 3.991 9.254 30.161 -0.1957 0.5996 -0.1798
O 6.801 6.070 34.136 -0.4175 -0.2764 0.6067
H 7.425 6.136 33.412 0.8041 -0.4037 -0.0831
H 6.869 6.892 34.636 -0.2005 -0.3414 0.0367
O 10.252 12.994 31.088 0.8976 1.2882 -0.8135
H 11.203 12.826 31.153 -0.4396 -0.2215 0.1037
H 9.798 12.275 31.488 -0.3369 -1.0184 0.6858
O 5.959 7.334 31.873 -0.9401 0.1636 -1.5078
H 6.029 7.199 32.808 -0.1326 -0.3080 1.1427
H 6.855 7.389 31.554 0.4525 0.2349 -0.2298
O 6.067 11.472 30.008 -0.0932 0.6824 -0.2320
H 5.445 10.960 30.550 -0.4620 -0.0855 -0.2231
H 6.795 10.860 30.037 0.7489 -0.2201 -0.1347
O 6.682 12.289 32.572 -1.4813 1.1254 3.0972
H 7.561 12.007 32.625 1.8546 -0.6158 0.2245
H 6.459 12.238 31.685 -0.7586 -0.1292 -3.0011
O 12.974 10.194 30.956 1.5926 -0.1388 0.6530
H 13.443 9.411 31.295 -0.0768 0.5819 -0.3559
H 12.094 9.873 30.873 -1.4580 -0.3516 -0.2329
```
Positions in Å, forces in eV/Å.

max |F| = 0.0703 Eh/bohr
orbital gap = 0.3734 hartree
energy = -47748.3123 eV
charge = -1
lowest unoccupied orbital energy = 2.34 eV

(2)
Computed, not measured: C37H28BrN5OSeZn as an isolated structure, with ωB97M-V with the def2-TZVPD basis set.

XYZ file:
```
74
Properties=species:S:1:pos:R:3:forces:R:3
Zn -0.540 0.027 0.576 -0.2636 -0.1984 -0.0443
C 1.004 -1.230 4.463 0.0097 -0.0073 0.0061
C 0.451 -0.280 5.311 0.0008 0.0031 -0.0029
C -0.240 0.787 4.764 0.0102 -0.0002 -0.0020
C -0.391 0.904 3.378 0.0079 0.0493 -0.0015
C 0.122 -0.063 2.495 -0.0114 0.0081 -0.0011
C 0.828 -1.113 3.092 0.0499 0.0311 -0.0370
C -1.098 2.088 2.803 0.0470 0.0231 0.0447
C -1.549 3.161 3.633 0.0032 -0.0211 -0.0153
C -2.179 4.228 3.085 -0.0078 0.0087 -0.0012
C -2.379 4.283 1.685 -0.0020 0.0471 0.0190
C -3.022 5.361 1.037 0.0044 -0.0140 0.0099
C -3.169 5.358 -0.321 0.0032 -0.0108 -0.0095
C -2.674 4.274 -1.080 0.0021 0.0085 -0.0068
C -2.049 3.218 -0.479 -0.0367 0.0080 0.0094
C -1.890 3.200 0.928 -0.0085 -0.1325 -0.0168
N -1.271 2.129 1.503 -0.0322 0.0847 -0.0154
H 1.569 -2.061 4.872 0.0014 0.0027 -0.0029
H 0.567 -0.361 6.386 -0.0017 -0.0001 0.0009
H -0.659 1.519 5.442 0.0083 0.0043 -0.0012
H 1.284 -1.870 2.463 -0.0073 -0.0337 -0.0464
H -1.377 3.130 4.698 -0.0087 0.0045 0.0024
H -2.524 5.049 3.705 0.0011 0.0025 -0.0025
H -3.389 6.188 1.637 0.0009 0.0035 -0.0022
H -3.658 6.187 -0.819 0.0018 -0.0006 -0.0037
H -2.782 4.285 -2.158 -0.0094 0.0014 0.0019
H -1.644 2.390 -1.046 0.0142 -0.0115 0.0083
Br 7.117 -1.679 1.117 0.0264 -0.0117 0.0582
C 6.283 -1.640 -0.590 -0.0700 0.0539 -0.0959
C 5.523 -0.539 -0.956 0.0180 -0.0488 0.0931
C 4.910 -0.527 -2.199 -0.0665 -0.0215 -0.1641
C 5.056 -1.608 -3.072 -0.0249 -0.0096 -0.0121
C 5.855 -2.680 -2.693 0.0193 -0.0702 0.0227
C 6.459 -2.713 -1.446 0.0040 -0.0155 -0.0101
N 4.579 -1.632 -4.427 -0.0249 0.1689 0.0608
N 3.448 -1.216 -4.771 0.0602 -0.2089 -0.0431
C 2.415 -0.898 -3.881 -0.0088 0.1123 0.1069
C 1.638 0.190 -4.260 0.0459 0.0259 -0.0262
C 0.730 0.806 -3.417 -0.0350 -0.0389 0.0599
C 0.552 0.340 -2.102 0.2620 -0.0092 0.0294
O -0.119 0.943 -1.218 -0.1819 0.0905 0.0669
C 1.180 -0.942 -1.780 -0.1211 0.0413 -0.0141
N 0.785 -1.496 -0.617 0.0910 -0.0023 0.0105
C 1.234 -2.685 -0.294 0.0150 0.0010 -0.0001
C 2.108 -3.409 -1.119 -0.0328 -0.0214 0.0149
C 2.532 -2.850 -2.294 0.0200 0.0185 -0.0116
C 2.089 -1.562 -2.656 0.0802 -0.0428 -0.0535
H 5.383 0.298 -0.282 0.0158 0.0189 -0.0515
H 4.302 0.329 -2.463 -0.0226 0.0189 0.0353
H 5.992 -3.499 -3.391 0.0115 0.0110 -0.0032
H 7.064 -3.558 -1.146 -0.0001 0.0025 0.0028
H 1.838 0.605 -5.242 -0.0092 0.0208 0.0147
H 0.206 1.705 -3.715 0.0323 0.0132 -0.0093
H 0.881 -3.105 0.640 -0.0218 0.0023 0.0413
H 2.430 -4.399 -0.825 0.0070 0.0042 0.0085
H 3.190 -3.399 -2.955 -0.0069 0.0039 0.0155
C -4.826 -3.326 0.178 0.0037 -0.0016 -0.0021
C -4.864 -1.800 0.024 0.0032 0.0023 -0.0026
C -5.781 -1.209 1.105 -0.0063 0.0014 -0.0004
C -5.427 -1.448 -1.360 -0.0030 -0.0004 -0.0028
C -3.507 -1.247 0.166 0.0030 0.0135 -0.0192
C -2.389 -0.776 0.275 0.0362 0.0186 0.0139
H -5.830 -3.750 0.065 -0.0002 -0.0052 0.0037
H -4.437 -3.599 1.160 0.0007 0.0027 0.0004
H -4.172 -3.766 -0.576 -0.0032 0.0018 -0.0035
H -6.795 -1.615 1.015 -0.0020 0.0008 0.0009
H -5.827 -0.123 1.009 0.0038 0.0000 -0.0010
H -5.394 -1.442 2.098 -0.0004 -0.0029 -0.0008
H -6.433 -1.865 -1.484 -0.0027 0.0040 -0.0002
H -4.781 -1.845 -2.143 -0.0003 -0.0051 0.0017
H -5.477 -0.366 -1.484 0.0054 -0.0003 0.0019
Se 2.807 2.297 -0.386 0.2393 0.0310 0.0178
C 4.521 2.800 0.034 -0.1621 0.0231 -0.0235
N 5.608 3.118 0.302 0.0263 -0.0511 -0.0205
```
Positions in Å, forces in eV/Å.

max |F| = 0.0065 Eh/bohr
orbital gap = 0.2131 hartree
energy = -232128.9274 eV
charge = -2
lowest unoccupied orbital energy = 4.19 eV

(3)
Computed, not measured: the molecule CHBrN2O3 at a distorted geometry, with ωB97M-V with the def2-TZVPD basis set.

XYZ file:
```
8
Properties=species:S:1:pos:R:3:forces:R:3
C -0.120 -0.542 0.029 1.2078 -2.4959 -0.7572
N -0.221 -0.335 1.469 0.0982 0.4757 1.6719
N 0.369 0.620 -0.784 -0.3179 -0.4342 0.6159
O 1.474 0.506 -1.243 0.6577 0.0847 -0.3234
O 0.139 0.704 1.941 -0.1361 -0.5834 -1.0155
O -0.368 1.564 -0.839 -0.1563 0.5800 -0.1927
Br -1.912 -1.040 -0.497 0.4880 0.0227 0.0120
H 0.638 -1.477 -0.075 -1.8414 2.3503 -0.0111
```
Positions in Å, forces in eV/Å.

max |F| = 0.0581 Eh/bohr
SMILES = O=N[C@@H](Br)[N+](=O)[O-]
orbital gap = 0.3345 hartree
energy = -80212.2402 eV
lowest unoccupied orbital energy = -1.31 eV

(4)
Computed, not measured: a 2-piece molecular cluster, C4H3O4P overall at a distorted geometry, with ωB97M-V with the def2-TZVPD basis set.

XYZ file:
```
12
Properties=species:S:1:pos:R:3:forces:R:3
C 1.461 -1.614 -1.005 -0.2226 2.7050 0.6669
C 0.698 -1.175 0.129 -1.3982 -0.9802 0.1242
C 1.841 -0.415 -1.625 0.6477 -2.3173 -1.8295
C 0.540 0.197 0.082 -0.5871 0.7015 1.4873
O -2.934 0.396 1.500 -0.3694 -1.3318 -0.0094
O -1.910 2.308 2.898 -0.0533 -0.6286 -0.9047
O -2.526 2.693 0.433 0.1734 -0.3069 0.1417
O 1.306 0.637 -0.996 -0.1251 -0.2292 0.1576
P -2.355 1.738 1.570 0.1216 2.2876 0.7782
H 1.544 -2.656 -1.100 0.8162 -1.0524 -1.1329
H 0.042 -1.895 0.758 1.3641 1.4760 -0.8977
H 2.293 -0.213 -2.643 -0.3673 -0.3237 1.4184
```
Positions in Å, forces in eV/Å.

max |F| = 0.0588 Eh/bohr
orbital gap = 0.2304 hartree
energy = -21674.2872 eV
charge = -2
lowest unoccupied orbital energy = 6.51 eV

(5)
Computed, not measured: a 3-piece molecular cluster, C6H20NO2 overall at a distorted geometry, with ωB97M-V with the def2-TZVPD basis set.

XYZ file:
```
29
Properties=species:S:1:pos:R:3:forces:R:3
C 0.072 2.384 -0.252 0.6073 1.0814 0.0766
C 0.267 0.884 -0.189 0.4552 -0.6979 0.8434
C -0.535 0.395 1.021 -0.4526 -1.3718 0.6741
C -0.344 -1.044 1.640 0.5421 0.3847 -0.9235
C 0.670 -1.034 2.767 1.3418 1.1154 0.8930
C 0.030 -2.114 0.609 1.0142 -0.8333 1.9040
N -0.105 0.231 -1.513 -0.6879 0.7854 2.0687
H -0.949 2.639 0.083 0.4210 0.0130 -0.4392
H 0.773 2.907 0.413 -0.2135 -0.4529 0.4445
H 0.361 2.884 -1.182 -0.5683 -0.5694 -0.2054
H 1.284 0.524 0.043 -0.0194 0.6915 -0.5458
H -1.610 0.508 0.901 -0.1096 0.3751 -0.4233
H -0.259 1.002 1.877 0.0168 0.7748 -0.1936
H -1.331 -1.240 2.078 0.3109 -0.3662 0.0118
H 1.662 -0.541 2.667 -0.4006 -0.0235 -1.3350
H 1.025 -2.016 3.095 -0.8852 -0.0281 0.3600
H 0.323 -0.360 3.556 -0.4334 -0.7447 0.5199
H -0.852 -2.697 0.334 0.3257 0.5366 -1.4257
H 0.873 -1.743 -0.002 -1.1510 -0.2577 -0.8801
H 0.615 -2.904 1.117 -0.3185 0.1385 0.2956
H 0.542 0.574 -2.233 0.4584 -0.1976 -0.3308
H -0.161 -0.785 -1.364 0.1321 0.1883 -0.7183
H -1.054 0.565 -1.698 -0.1097 -0.3158 -0.5100
H 2.789 1.710 -2.513 0.4191 -0.0915 -0.5153
H 1.688 1.938 -3.669 0.5755 -0.1008 -0.0731
O 1.859 1.840 -2.718 -0.9791 0.1065 0.4408
H -2.492 -1.652 -2.378 0.1333 0.3054 -0.3125
H -2.728 -1.753 -0.908 0.2320 0.7696 -0.2828
O -2.412 -1.105 -1.581 -0.6565 -1.2148 0.5821
```
Positions in Å, forces in eV/Å.

spin multiplicity = 2
max |F| = 0.0451 Eh/bohr
orbital gap (spin up / spin down) = 0.1097 / 0.4284 hartree
energy = -12127.5010 eV
<S²> = 0.750
lowest unoccupied orbital energy (spin up / spin down) = 0.45 / 0.45 eV

(6)
Computed, not measured: C21H39MoN2O2P3 as an isolated structure at a distorted geometry, with ωB97M-V with the def2-TZVPD basis set.

XYZ file:
```
68
Properties=species:S:1:pos:R:3:forces:R:3
P 2.509 -0.331 -0.107 4.3975 -0.4518 0.4540
C 3.369 -0.617 1.573 -1.3246 0.1903 0.2423
H 4.453 -0.650 1.458 -0.1010 0.1717 -0.5062
H 3.064 -1.569 2.008 0.0300 0.1089 -0.1128
H 3.140 0.174 2.284 0.0240 0.0558 0.0649
C 3.311 -1.892 -0.836 -1.2146 0.1652 -0.6744
H 3.332 -1.872 -1.924 -0.1832 0.0517 -0.0376
H 2.762 -2.777 -0.511 0.0260 0.0041 -0.0654
H 4.344 -1.992 -0.503 -0.0865 0.4645 0.3470
C 3.774 0.996 -0.609 -1.2469 0.1363 -0.4604
H 4.786 0.589 -0.594 -0.1755 -0.3663 0.0982
H 3.740 1.831 0.090 -0.0634 -0.0491 0.1170
H 3.586 1.394 -1.604 -0.0386 -0.0428 -0.1052
P -0.797 2.906 -0.574 -1.7020 4.3004 -0.1255
C -0.894 4.103 0.909 0.6162 -1.2787 0.5120
H -1.407 5.025 0.636 -0.0865 -0.2517 -0.4735
H 0.103 4.381 1.250 0.0415 -0.0262 -0.0312
H -1.433 3.666 1.748 -0.0428 0.0193 0.0824
C 0.117 4.203 -1.619 0.6009 -1.3025 -0.5164
H 0.035 4.002 -2.686 0.0311 -0.2178 0.0050
H 1.173 4.223 -1.345 0.0161 -0.0365 -0.0005
H -0.295 5.199 -1.454 -0.3876 -0.2394 0.4692
C -2.602 3.248 -1.063 0.2881 -1.4027 -0.2171
H -2.759 4.312 -1.239 0.5056 0.0895 0.0938
H -3.272 2.939 -0.261 0.0767 -0.0070 0.1087
H -2.898 2.711 -1.961 0.0755 -0.0491 -0.0932
P -1.978 -1.561 -0.108 -2.7846 -3.3579 0.5836
C -2.889 -1.935 1.527 0.8214 1.2139 0.1727
H -3.453 -2.865 1.458 0.2209 -0.0147 -0.4865
H -3.603 -1.146 1.765 -0.0131 0.0281 -0.0304
H -2.197 -2.034 2.362 0.0759 -0.0046 0.0417
C -3.609 -1.595 -1.082 0.9447 0.8362 -0.6187
H -4.266 -2.384 -0.718 0.3690 -0.0867 0.4029
H -3.446 -1.785 -2.142 0.1311 0.1251 -0.0377
H -4.127 -0.642 -0.971 0.0093 0.0375 -0.0067
C -1.410 -3.367 -0.280 0.9045 0.7147 -0.4122
H -2.266 -4.041 -0.288 -0.3096 0.4040 -0.0242
H -0.777 -3.642 0.564 -0.2969 0.0811 -0.0613
H -0.837 -3.538 -1.188 -0.0024 0.0630 -0.1475
Mo -0.091 0.354 -0.113 0.0159 -0.0012 0.6287
C 1.030 1.670 1.213 1.5489 1.5031 1.3591
O 1.613 2.336 1.932 -1.5092 -1.6763 -1.7385
C -1.718 0.934 1.217 -2.0342 0.6717 1.2393
O -2.545 1.252 1.934 2.0518 -0.7778 -1.7265
C -1.344 0.036 -3.461 -2.0769 -0.5961 -0.9347
C -0.679 -1.145 -3.431 -2.5815 -2.5821 1.3485
C 0.643 -1.214 -3.254 1.4514 -1.6543 -0.7921
C 1.334 -0.071 -3.490 3.6159 -0.7018 1.3454
C 0.744 1.127 -3.515 0.8201 1.8711 -1.1078
C -0.601 1.122 -3.686 -1.2336 3.6834 0.7878
H -2.412 0.084 -3.602 -0.1898 -0.1312 -0.0998
H -1.228 -2.063 -3.555 -0.2887 -0.3080 0.2745
H 1.125 -2.178 -3.231 0.2121 -0.1093 -0.0809
H 2.396 -0.123 -3.662 0.4278 -0.0371 0.2717
H 1.339 2.008 -3.696 -0.0101 0.2052 -0.1297
H -1.094 2.022 -4.015 -0.1669 0.4352 0.1750
C 0.277 -1.549 5.218 -0.1086 0.0791 1.4699
N 0.366 -1.562 3.763 -0.4243 1.3701 -1.0426
C 0.791 -2.575 2.994 0.4724 -1.0875 -1.4240
C 0.732 -2.160 1.680 0.4676 -1.6821 0.6246
N 0.256 -0.899 1.624 -0.4665 1.1194 1.4006
C 0.052 -0.559 2.925 -0.1438 0.3618 0.4007
H -0.415 -2.348 5.558 0.4490 0.4793 -0.2740
H 1.282 -1.722 5.655 -0.6275 0.0815 -0.3381
H -0.105 -0.569 5.576 0.2626 -0.6652 -0.3773
H 1.135 -3.533 3.359 -0.0805 0.1359 0.1933
H 1.046 -2.735 0.829 -0.0423 0.0818 -0.1238
H -0.312 0.399 3.268 0.0428 -0.1444 0.1203
```
Positions in Å, forces in eV/Å.

spin multiplicity = 3
max |F| = 0.0900 Eh/bohr
orbital gap (spin up / spin down) = 0.2044 / 0.2032 hartree
energy = -59162.3881 eV
charge = +4
<S²> = 2.030
lowest unoccupied orbital energy (spin up / spin down) = -15.59 / -15.61 eV